(1)
60
Properties=species:S:1:pos:R:3:forces:R:3 method="wB97M-V/def2-TZVPD" gap_ev=5.6 total_charge=+3 lumo_energy_ev=-10.490 multiplicity=1
Zr 0.191380 -0.378002 -0.109686 2.505 2.141 1.881
C -1.088428 -1.166396 2.616447 0.657 0.600 0.372
N -0.066373 -0.142275 2.126550 0.303 -0.082 0.601
C 1.233722 -0.273197 2.859930 0.159 0.591 0.159
C -0.516105 1.247548 2.292469 -1.114 1.739 -1.708
C -1.309765 1.741178 3.328198 0.050 -1.088 0.829
C -2.054238 2.916745 3.211755 0.634 -0.304 -0.427
C -1.945996 3.653723 2.055107 0.539 -0.122 -0.975
C -1.056317 3.283449 1.032718 -0.010 0.014 0.440
C -0.294616 2.116417 1.146937 -0.697 0.231 1.526
N 0.610760 1.691079 0.190771 0.154 -3.635 -1.225
C 1.679090 2.314968 -0.496568 -0.327 -0.642 -0.382
C 1.910161 3.687935 -0.500785 0.436 -0.879 0.487
C 2.890951 4.161716 -1.356009 0.264 0.729 -0.359
C 3.524114 3.354596 -2.308840 -0.145 -0.243 0.534
C 3.260956 1.972227 -2.297657 0.618 -0.897 0.342
C 2.431349 1.403679 -1.323597 -0.467 3.092 0.226
N 2.250992 -0.014595 -1.095033 -0.410 -0.113 0.172
C 2.023371 -0.715830 -2.386570 -0.086 -0.227 0.803
C 3.435238 -0.564353 -0.337390 -0.431 -0.219 0.349
H -1.095125 -1.118832 3.717709 -0.373 0.015 -0.420
H -0.721144 -2.168732 2.354301 -0.316 0.316 -0.079
H -2.075494 -0.909422 2.186802 0.505 -0.323 0.300
H 1.049921 -0.186502 3.949793 0.107 -0.182 -0.539
H 1.875873 0.595751 2.569375 -0.349 -0.915 0.126
H 1.680874 -1.242612 2.635169 0.214 0.023 0.106
H -1.320139 1.192160 4.284736 -0.373 0.100 -0.597
H -2.744880 3.274411 3.952536 0.104 -0.209 0.536
H -2.548387 4.533956 1.950084 -0.138 0.345 -0.166
H -0.936687 3.877293 0.128594 -0.069 0.072 0.265
H 1.454539 4.322033 0.267779 -0.002 -0.159 -0.575
H 3.128581 5.222821 -1.257705 0.120 -0.317 -0.341
H 4.294058 3.773729 -2.968531 -0.537 -0.252 0.201
H 3.806102 1.281856 -2.966489 -0.208 0.661 0.250
H 2.974195 -0.866477 -2.886372 -0.055 -0.119 -0.374
H 1.361002 -0.069581 -2.959437 -0.056 -0.322 -0.370
H 1.585988 -1.700226 -2.144699 0.064 0.049 -0.492
H 4.216226 -0.797281 -1.054730 0.180 -0.088 -0.006
H 3.185985 -1.494150 0.236829 0.049 0.632 -0.484
H 3.801840 0.210976 0.342376 -0.162 -0.254 -0.053
Br -6.199990 -0.658487 -1.759059 0.327 -0.094 -0.128
C -4.344861 -0.625003 -1.600653 -0.842 0.826 -0.177
C -3.702296 0.628692 -1.599539 0.199 -0.272 0.047
C -2.362224 0.672562 -1.296491 -0.596 -0.973 -0.024
N -1.697672 -0.472478 -0.975485 -0.979 -1.063 -0.709
C -2.298170 -1.738249 -1.085166 -1.211 2.505 -1.171
C -3.641187 -1.812197 -1.461589 1.326 -0.518 0.756
C -1.454386 -2.889910 -0.897462 1.775 -1.626 0.403
C -1.773830 -4.161493 -1.383279 -0.646 1.478 0.258
C -1.010102 -5.231801 -0.993266 1.255 -1.027 0.547
Br -1.436726 -6.931841 -1.686338 0.278 0.614 0.459
C 0.121585 -5.025341 -0.140233 -0.633 -0.538 -0.835
C 0.503345 -3.727276 0.133697 0.081 -0.322 -0.751
N -0.252004 -2.677269 -0.254144 -0.720 0.519 -0.004
H -4.255158 1.531409 -1.816120 -0.014 0.004 0.017
H -1.762900 1.571155 -1.284828 -0.162 0.215 0.085
H -4.114082 -2.789474 -1.543787 -0.099 0.386 0.023
H -2.622995 -4.285831 -2.045919 0.067 -0.119 0.137
H 0.715412 -5.887375 0.167656 -0.104 0.361 -0.030
H 1.504640 -3.511565 0.535122 -0.637 -0.112 0.163

=====

(2)
50
Properties=species:S:1:pos:R:3:forces:R:3 method="wB97M-V/def2-TZVPD" gap_ev="6.4 / 5.7" total_charge=+1 lumo_energy_ev="-4.287 / -4.909" multiplicity=5 s2=6.3666
O -0.681867 0.208580 -3.677211 -0.517 0.173 -0.327
H -0.796174 0.299543 -4.639303 0.080 0.000 0.673
Mn -0.031649 -0.027872 -0.256305 2.237 2.297 1.018
N 0.065254 1.563544 0.858841 1.596 1.468 -0.926
N 1.167781 1.091994 -1.342337 1.443 1.733 -0.536
N -1.417339 -0.814877 0.778434 -2.481 -3.495 0.811
N -0.369891 -1.569999 -1.292202 -1.183 -3.538 -0.696
O -0.391036 1.586172 2.090353 -0.735 -0.327 0.381
O -1.964299 -0.278839 1.857097 0.416 0.167 -0.011
O 0.451566 -1.901396 -2.335273 -0.745 -0.070 0.297
O 1.713572 0.654891 -2.412233 -0.484 0.089 0.629
C 1.511700 2.315276 -0.826721 -0.576 -1.373 -0.477
C 0.941999 2.532099 0.458912 -1.518 -1.385 0.365
C -1.731004 -2.097311 0.488660 0.044 3.169 1.630
C -1.172885 -2.511257 -0.759027 2.513 1.362 -2.524
C 1.204954 3.688357 1.348671 0.128 0.389 0.070
H 1.594166 3.360165 2.321176 -0.253 0.012 -0.172
H 0.270858 4.242293 1.513043 0.172 -0.201 0.163
H 1.928954 4.383695 0.915542 -0.119 -0.232 0.030
C 2.358976 3.291662 -1.574948 0.086 -0.204 -0.018
H 2.064809 3.285897 -2.633664 0.136 0.005 0.267
H 3.424210 3.015305 -1.523059 -0.298 0.115 -0.075
H 2.227032 4.299159 -1.158421 0.097 -0.337 -0.230
C -2.558134 -2.939970 1.385774 -0.414 -0.124 0.074
C -1.434536 -3.836175 -1.375941 0.033 -0.341 -0.065
H -3.027645 -2.319498 2.152568 0.084 -0.111 -0.189
H -1.961975 -3.713184 1.897525 -0.034 0.247 -0.290
H -3.340816 -3.451659 0.811625 0.159 0.051 0.148
H -0.911712 -3.963172 -2.327812 -0.082 0.181 0.254
H -2.516722 -3.962458 -1.542708 0.309 0.107 0.088
H -1.124524 -4.644111 -0.697728 -0.062 0.200 -0.113
H -1.333765 0.626746 2.035063 0.138 0.279 0.278
H 0.652288 -1.029317 -2.770016 0.085 -0.150 0.133
C -1.656614 1.006749 -2.996093 -0.120 0.142 -0.659
H -1.188194 1.871111 -2.495599 -0.040 -0.344 -0.077
H -2.209545 0.383644 -2.274102 0.186 0.149 -0.131
H -2.380856 1.399183 -3.722463 0.026 -0.036 0.378
O -4.340255 2.484672 -0.594767 1.578 -1.027 0.007
H -3.992765 1.557222 -0.548320 -0.761 1.088 0.002
H -3.500004 2.987607 -0.569075 -0.795 -0.064 0.016
C 1.473331 -0.797427 3.438311 0.235 0.039 0.048
S 2.466714 -0.499603 1.968912 -0.458 -0.327 -0.294
C 3.607951 -1.881755 2.023660 0.022 -0.062 0.033
O 1.552753 -0.926565 0.810780 -0.139 0.056 -0.031
H 2.163860 -0.872032 4.283759 -0.184 -0.001 -0.020
H 0.894108 -1.717051 3.307726 0.216 0.095 -0.023
H 0.805461 0.061951 3.560715 0.180 -0.149 -0.094
H 3.034847 -2.813112 2.084213 0.088 0.209 0.096
H 4.167866 -1.868994 1.080323 -0.134 0.121 0.275
H 4.289195 -1.759881 2.873642 -0.154 -0.046 -0.186

=====

(3)
36
Properties=species:S:1:pos:R:3:forces:R:3 method="wB97M-V/def2-TZVPD" gap_ev=6.6 total_charge=0 lumo_energy_ev=-1.098 multiplicity=1
N 0.295889 -0.031333 0.404306 0.141 -0.220 -2.037
H -0.515111 -0.526333 -0.026694 1.002 -0.194 -0.198
H 0.461889 0.804667 -0.135694 -0.143 0.584 -0.951
H 1.247889 -0.538333 0.249306 -1.825 0.037 1.449
H -0.126111 0.406667 1.215306 1.252 -0.672 1.219
N 2.014889 -3.474333 -0.623694 5.531 2.906 3.786
O 3.054889 -2.628333 -0.495694 -1.976 -1.315 -1.454
O 2.270889 -4.633333 -0.857694 -1.611 -0.255 -0.933
O 0.977889 -2.988333 -0.110694 -1.746 -1.007 -0.792
O -2.996111 -0.031333 1.682306 2.622 0.341 0.158
H -3.856111 0.146667 1.929306 -3.715 -0.094 0.212
H -2.623111 0.595667 2.318306 0.921 -0.239 -0.192
O 3.296889 1.277667 0.671306 -0.845 -0.012 2.115
H 4.117889 0.982667 0.314306 0.952 -0.430 -0.808
H 3.408889 1.048667 1.630306 -0.215 0.301 -1.419
O -0.228111 -2.195333 -2.323694 -7.256 2.933 -4.731
H 0.285889 -2.575333 -1.736694 3.881 -3.162 5.060
H -1.199111 -2.455333 -2.085694 2.915 0.635 -0.559
O -1.018111 2.802667 0.833306 -1.864 -3.049 0.077
H -1.286111 2.582667 1.733306 -0.111 0.034 -0.129
H -0.538111 3.564667 0.948306 2.004 2.962 0.059
O 0.558889 0.440667 -3.102694 2.259 3.688 -2.310
H 0.830889 0.395667 -4.061694 -0.482 -0.094 1.742
H 0.113889 -0.324333 -2.905694 -1.801 -3.576 0.721
O -2.583111 0.070667 -1.291694 1.677 -1.215 -1.888
H -2.960111 0.906667 -1.256694 -0.829 2.842 -0.610
H -2.886111 -0.232333 -0.480694 -0.690 -1.687 2.580
O -1.692111 -2.601333 1.253306 0.090 0.523 0.460
H -0.818111 -2.932333 1.609306 -1.631 0.885 -0.209
H -2.232111 -1.975333 1.819306 1.659 -1.300 -0.493
O 0.467889 3.284667 -2.387694 -2.775 1.228 0.484
H -0.458111 3.754667 -2.266694 2.882 -1.791 -0.517
H 0.295889 2.345667 -2.615694 -0.103 0.400 0.060
O 1.114889 1.318667 3.278306 3.369 -3.743 -0.859
H 2.138889 1.231667 3.350306 -2.722 -0.363 -0.242
H 1.060889 2.181667 3.525306 -0.818 4.117 1.147

=====

Number 1: F_max 0.07465 hartree/bohr, molar mass 659.56 g/mol. Number 2: F_max 0.08483 hartree/bohr, molar mass 413.36 g/mol. Number 3: F_max 0.17785 hartree/bohr, molar mass 242.18 g/mol.